1.
C4H6S4 | ωB97M-V with the def2-TZVPD basis set

```
14
Properties=species:S:1:pos:R:3
C -0.606 0.618 0.248
C -0.384 -0.835 0.166
C 1.048 -0.529 -0.223
C 0.705 0.937 -0.527
H -2.920 0.942 1.118
H -0.674 0.692 1.551
H -0.657 -1.396 -0.883
H -0.229 -2.877 0.870
H 0.283 0.661 -1.622
H 2.645 1.708 -1.275
S -2.448 1.045 -0.130
S -0.737 -1.978 1.619
S 2.359 -1.347 -0.466
S 1.615 2.359 -0.444
```

Properties
- Frontier orbital gap: 8.26 eV
- ΔE to the lowest compared entry with this formula, charge and spin: 3.565 eV
- HOMO: -8.8 eV
- E_LUMO: -0.57 eV
- E: -1748.61668 Ha
- SMILES: S=C1[C@@H](S)[C@H](S)[C@H]1S
- Charge: 0

2.
Br4Mn | ωB97M-V with the def2-TZVPD basis set

```
5
Properties=species:S:1:pos:R:3
Mn -0.098 0.142 0.072
Br 1.096 1.597 -1.584
Br 0.296 -2.608 0.179
Br -2.545 0.204 -0.875
Br 1.251 0.665 2.209
```

Properties
- Frontier orbital gap (alpha / beta): 7.37 / 7.62 eV
- ΔE to the lowest compared entry with this formula, charge and spin: 0.332 eV
- HOMO (alpha / beta): -1.7 / -1.9 eV
- E_LUMO (alpha / beta): 5.70 / 5.70 eV
- E: -11447.33141 Ha
- Spin multiplicity: 6
- Charge: -2

3.
C31H56MgN7O | ωB97M-V with the def2-TZVPD basis set

```
96
Properties=species:S:1:pos:R:3
Mg -2.148 -2.258 2.329
C -0.114 -0.143 -0.613
C -0.129 -0.031 0.919
C -0.863 1.282 1.235
O -0.689 -1.167 1.543
H 0.470 0.705 -0.971
H -1.065 0.002 -1.125
H 0.278 -1.037 -1.098
H 0.873 0.122 1.320
H -0.339 2.183 0.918
H -0.885 1.316 2.324
H -1.862 1.245 0.800
C 4.977 2.956 -3.203
C 4.238 2.310 -2.024
C 2.747 2.085 -2.214
C 1.898 3.217 -2.729
N 1.266 4.112 -3.142
H 4.421 3.760 -3.686
H 5.268 2.234 -3.966
H 5.935 3.360 -2.875
H 4.365 2.990 -1.182
H 4.652 1.336 -1.765
H 2.271 1.791 -1.278
H 2.639 1.253 -2.909
C -0.828 6.874 -0.526
C -1.544 5.622 -1.135
C -1.035 4.298 -0.604
C -1.507 3.200 -1.451
N -1.891 2.429 -2.212
H 0.255 6.838 -0.647
H -1.031 7.073 0.526
H -1.111 7.755 -1.103
H -1.489 5.578 -2.223
H -2.621 5.643 -0.969
H -1.432 4.102 0.392
H 0.055 4.265 -0.582
C 1.288 -6.537 0.633
C 0.440 -5.324 1.010
C -0.039 -4.502 -0.254
C 0.952 -4.354 -1.363
N 1.686 -4.269 -2.245
H 2.086 -6.302 -0.072
H 0.599 -7.249 0.177
H 1.573 -6.970 1.592
H 1.080 -4.611 1.530
H -0.392 -5.572 1.668
H -0.400 -3.518 0.046
H -0.838 -5.093 -0.701
C -6.652 1.295 1.903
C -6.548 0.896 0.435
C -5.087 0.706 -0.011
C -4.292 -0.263 0.755
N -3.672 -0.982 1.368
H -6.390 2.350 1.994
H -6.037 0.710 2.586
H -7.675 1.289 2.279
H -7.037 1.674 -0.151
H -7.060 -0.052 0.268
H -4.581 1.670 0.040
H -5.122 0.343 -1.038
C -4.677 -3.689 -3.975
C -3.393 -3.632 -3.085
C -3.421 -2.559 -1.948
C -3.289 -1.228 -2.537
N -3.159 -0.186 -3.029
H -4.743 -2.780 -4.573
H -5.621 -3.849 -3.454
H -4.533 -4.503 -4.685
H -2.518 -3.498 -3.721
H -3.295 -4.597 -2.587
H -2.562 -2.668 -1.286
H -4.356 -2.604 -1.390
C 5.476 -0.660 0.411
C 3.999 -0.767 0.161
C 3.378 -2.227 0.388
C 3.682 -2.878 1.692
N 3.962 -3.333 2.723
H 5.650 -0.962 1.444
H 5.856 0.334 0.173
H 5.973 -1.398 -0.218
H 3.791 -0.561 -0.889
H 3.420 -0.049 0.741
H 3.867 -2.975 -0.237
H 2.317 -2.336 0.163
C 3.619 0.025 3.706
C 3.369 1.381 4.387
C 1.873 1.760 4.416
C 1.054 0.733 5.014
N 0.416 -0.117 5.468
H 3.351 -0.791 4.377
H 4.673 -0.043 3.435
H 3.021 -0.064 2.799
H 3.959 2.106 3.826
H 3.757 1.407 5.406
H 1.477 1.876 3.407
H 1.719 2.694 4.957
```

Properties
- Frontier orbital gap: 5.93 eV
- ΔE to the lowest compared entry with this formula, charge and spin: 0.000 eV
- HOMO: -12.2 eV
- E_LUMO: -6.31 eV
- E: -1873.10473 Ha
- Charge: +1

4.
H24O12 | ωB97M-V with the def2-TZVPD basis set

```
36
Properties=species:S:1:pos:R:3
O -18.031 15.642 7.514
H -18.788 15.088 7.698
H -17.730 16.019 8.366
O -12.564 13.443 10.192
H -11.740 13.834 10.531
H -12.275 12.636 9.731
O -16.297 16.604 9.479
H -15.853 17.131 8.776
H -16.108 17.070 10.293
O -12.044 11.427 8.739
H -12.918 11.736 8.374
H -12.042 10.494 8.809
O -14.794 13.764 11.572
H -14.435 14.459 12.077
H -14.419 13.715 10.719
O -14.053 16.673 11.353
H -13.134 16.912 11.364
H -14.195 16.345 12.216
O -12.065 13.808 6.819
H -11.155 13.961 7.044
H -12.218 12.893 6.642
O -14.210 12.110 7.298
H -14.602 12.232 6.433
H -14.011 13.036 7.509
O -15.137 18.003 7.377
H -14.600 18.721 7.638
H -14.458 17.434 7.034
O -13.052 16.305 6.254
H -12.929 15.473 6.661
H -12.657 16.128 5.422
O -14.458 14.674 8.621
H -13.669 14.489 9.101
H -14.885 15.464 9.052
O -16.610 12.974 9.011
H -15.961 13.646 8.737
H -17.325 13.366 9.520
```

Properties
- Frontier orbital gap: 9.67 eV
- ΔE to the lowest compared entry with this formula, charge and spin: 1.730 eV
- HOMO: -9.7 eV
- E_LUMO: -0.02 eV
- E: -917.26177 Ha
- SMILES: O.O.O.O.O.O.O.O.O.O.O.O
- Charge: 0

5.
C3H4ClFO2 | ωB97M-V with the def2-TZVPD basis set

```
11
Properties=species:S:1:pos:R:3
C -0.302 -1.279 0.667
C -1.086 -0.168 0.048
C -0.356 0.869 -0.773
H -1.701 -1.460 1.933
H -1.727 0.358 0.787
H -1.738 -0.707 -0.611
H -1.097 1.610 -1.068
O -0.902 -1.916 1.647
O 0.803 -1.603 0.279
F 0.178 0.345 -1.914
Cl 0.936 1.689 0.066
```

Properties
- Frontier orbital gap: 10.86 eV
- ΔE to the lowest compared entry with this formula, charge and spin: 0.000 eV
- HOMO: -10.6 eV
- E_LUMO: 0.27 eV
- E: -827.25752 Ha
- SMILES: O=C(O)C[C@H](F)Cl
- Charge: 0

6.
C6H9N | ωB97M-V with the def2-TZVPD basis set

```
16
Properties=species:S:1:pos:R:3
C -0.907 -0.769 -0.025
C -1.508 0.362 0.249
C 0.475 -0.444 -0.214
C -1.443 -2.191 -0.104
C -1.165 1.762 0.312
C 2.600 0.517 -0.217
N 1.165 0.596 -0.102
H -0.840 -2.652 -0.919
H -2.554 -2.063 -0.033
H -1.126 -2.705 0.855
H -1.510 2.083 -0.782
H -0.073 1.830 0.453
H -1.836 2.150 1.234
H 2.896 -0.595 -0.270
H 3.013 1.032 0.745
H 2.812 1.086 -1.184
```

Properties
- Frontier orbital gap (alpha / beta): 8.15 / 7.86 eV
- ΔE to the lowest compared entry with this formula, charge and spin: 5.810 eV
- HOMO (alpha / beta): -8.1 / -7.7 eV
- E_LUMO (alpha / beta): 0.03 / 0.13 eV
- E: -288.56853 Ha
- Charge: 0